--- one ---
This record from the OMol25 dataset describes 3 unconnected molecules or ions with the total composition C3H12O4. The level of theory is ωB97M-V/def2-TZVPD.

The geometry in XYZ format:
```
19
Properties=species:S:1:pos:R:3
O 1.6719 1.7946 0.3173
C 1.4173 0.4729 -0.3501
C 0.3588 0.5075 -1.4492
C -0.0007 -0.9305 -2.0208
O -0.9278 -0.8349 -3.0339
H 0.7993 2.1394 0.2955
H 2.4115 0.1996 -0.7296
H 1.0493 -0.1742 0.5505
H -0.5965 0.9073 -1.2680
H 0.7554 1.2041 -2.2864
H 0.8596 -1.2982 -2.4753
H -0.1799 -1.5986 -1.1401
H -1.0863 0.2070 -3.1599
O -6.4256 0.5090 2.4886
H -6.7619 -0.0499 1.8321
H -5.5308 0.2304 2.7705
O 3.8281 -1.2178 3.4922
H 4.2588 -1.7526 2.7429
H 4.0994 -0.3153 3.4238
```

Properties
2S+1: 1
Frontier orbital gap (Ha): 0.40871
Net charge: 0
E_LUMO (eV): 0.6

***

--- two ---
This record from the OMol25 dataset describes 4 unconnected molecules or ions with the total composition C3H12O4. The level of theory is ωB97M-V/def2-TZVPD.

The geometry in XYZ format:
```
19
Properties=species:S:1:pos:R:3
C 0.3380 1.9599 1.4130
C 0.6591 0.6826 1.1805
C 0.9518 -0.5484 2.1231
O 0.8426 0.2394 -0.0606
H 0.5328 2.2714 2.4916
H -0.4160 2.6617 0.9136
H 1.5323 -0.3948 3.0566
H 0.0852 -1.1211 2.3537
H 1.4972 -1.1086 1.3752
H 0.7417 0.9366 -0.6949
O -4.2969 1.0382 -1.1501
H -4.5230 1.0360 -2.0700
H -3.6304 1.6873 -0.9326
O 3.2300 -1.3098 -1.1244
H 3.3097 -1.2527 -0.1821
H 3.2885 -0.4176 -1.4886
O -1.4747 -2.2745 -2.7853
H -0.7755 -1.6730 -2.4363
H -1.8924 -2.4125 -1.9823
```

Properties
2S+1: 1
Frontier orbital gap (Ha): 0.33829
Net charge: 0
E_LUMO (eV): 0.3

***

--- three ---
This record from the OMol25 dataset describes 4 unconnected molecules or ions with the total composition C3H12O4. The level of theory is ωB97M-V/def2-TZVPD.

The geometry in XYZ format:
```
19
Properties=species:S:1:pos:R:3
C 3.1878 0.9490 0.3888
C 2.1371 -0.1980 0.1987
C 1.1512 -0.2825 -0.7654
O 0.2085 -1.3813 -0.5927
H 4.0757 0.6298 -0.1587
H 2.9965 2.0058 0.0714
H 3.5762 0.9508 1.4594
H 2.3426 -1.0410 0.8529
H 1.0169 0.3891 -1.5841
H -0.5545 -1.2368 -1.1918
O -1.8993 -0.3760 -2.0121
H -2.2628 0.2144 -1.2621
H -2.4060 -0.3412 -2.7720
O -2.6656 1.1573 0.2098
H -3.2451 1.9789 0.4527
H -1.9980 0.9348 0.9920
O -0.7905 -0.1411 2.3290
H -0.3615 -0.5892 1.6720
H -0.8612 -0.7774 3.0639
```

Properties
2S+1: 1
Frontier orbital gap (Ha): 0.32784
Net charge: 0
E_LUMO (eV): 0.6

***

Stability check: which of them is most stable? three.

***

--- one ---
This record from the OMol25 dataset describes 2 unconnected molecules or ions with the total composition CHNO3S. The level of theory is ωB97M-V/def2-TZVPD.

The geometry in XYZ format:
```
7
Properties=species:S:1:pos:R:3
C -1.2481 1.2645 0.1436
N -0.2980 0.5248 0.2252
O -2.0740 2.0690 0.1217
O 2.2357 -0.6311 -0.1247
O 2.8636 1.5614 -0.6209
S 2.6448 0.6154 0.4312
H -0.3240 -0.4298 0.5142
```

Properties
2S+1: 1
Frontier orbital gap (Ha): 0.38043
Net charge: 0
E_LUMO (eV): -1.1

***

--- two ---
This record from the OMol25 dataset describes 2 unconnected molecules or ions with the total composition CHNO3S. The level of theory is ωB97M-V/def2-TZVPD.

The geometry in XYZ format:
```
7
Properties=species:S:1:pos:R:3
C 1.5877 0.8355 -0.1160
N 0.4350 1.1340 0.0231
O 2.6355 0.3606 -0.1227
O -2.7532 -1.2157 0.2472
O -0.5081 -1.8942 -0.3933
S -1.3468 -1.2006 0.5420
H -0.0501 1.9804 -0.1803
```

Properties
2S+1: 1
Frontier orbital gap (Ha): 0.39139
Net charge: 0
E_LUMO (eV): -0.9

***

Stability check: which of them is most stable? two.

***

--- one ---
This record from the OMol25 dataset describes a single C2H4N2O2 molecule. The level of theory is ωB97M-V/def2-TZVPD.

The geometry in XYZ format:
```
10
Properties=species:S:1:pos:R:3
C 0.6993 -0.6441 -0.0252
N 0.9553 0.3301 -1.0625
C -0.1142 0.3607 0.8564
N -1.6383 -0.0953 0.2310
O -1.8823 0.4246 -0.7877
O 0.3366 1.5158 0.4558
H 0.1944 0.3098 -1.7513
H 0.1566 -1.5506 -0.3216
H 1.6328 -0.9019 0.4800
H -0.3403 0.2510 1.9252
```

Properties
2S+1: 1
Frontier orbital gap (alpha / beta) (Ha): 0.23892 / 0.29005
Net charge: 0
E_LUMO (alpha / beta) (eV): -2.1 / -1.3

***

--- two ---
This record from the OMol25 dataset describes a single C2H4N2O2 molecule. The level of theory is ωB97M-V/def2-TZVPD.

The geometry in XYZ format:
```
10
Properties=species:S:1:pos:R:3
N 1.7719 -0.2939 0.0693
C 0.5266 0.0876 0.4903
O 0.2972 0.3728 1.6510
N -0.4570 0.0409 -0.4956
C -1.8021 0.1325 -0.1823
O -2.6723 -0.1028 -0.9861
H 2.1211 -0.0830 -0.8556
H 2.4154 -0.2206 0.8420
H -0.2447 -0.3624 -1.3987
H -1.9563 0.4290 0.8657
```

Properties
2S+1: 1
Frontier orbital gap (Ha): 0.40063
Net charge: 0
E_LUMO (eV): 0.6

***

Stability check: which of them is most stable? two.

***

--- one ---
This record from the OMol25 dataset describes a single C5H4N2O molecule. The level of theory is ωB97M-V/def2-TZVPD.

The geometry in XYZ format:
```
12
Properties=species:S:1:pos:R:3
O -2.5462 -0.7437 0.0393
C -1.4572 -0.2113 -0.0045
C -1.0028 1.3153 0.1276
N 0.3043 0.6824 -0.2253
N 1.5898 0.9427 -0.0434
C 2.1670 -0.2643 0.1424
C 1.1605 -1.2783 0.0468
C -0.0454 -0.6400 -0.1607
H -1.0605 1.6878 1.1248
H -1.4111 1.9972 -0.6421
H 3.2609 -0.3147 0.1687
H 1.3890 -2.3253 0.0050
```

Properties
2S+1: 1
Frontier orbital gap (Ha): 0.37555
Net charge: 0
E_LUMO (eV): 0.2

***

--- two ---
This record from the OMol25 dataset describes a single C5H4N2O molecule. The level of theory is ωB97M-V/def2-TZVPD.

The geometry in XYZ format:
```
12
Properties=species:S:1:pos:R:3
C 0.0858 1.1358 -1.9505
C 0.0247 0.1826 -0.7715
N -0.9992 -0.0645 0.0269
C -0.5411 -0.7425 1.0166
C -1.0637 -0.9214 2.4145
N -1.4067 -1.2008 3.4559
C 0.8706 -0.8218 0.9953
O 1.0959 -0.3337 -0.1710
H -0.7055 1.8346 -2.0171
H 1.0157 1.7320 -1.7819
H 0.3060 0.5997 -2.9388
H 1.3174 -1.3999 1.7215
```

Properties
2S+1: 1
Frontier orbital gap (Ha): 0.37221
Net charge: 0
E_LUMO (eV): 0.6

***

--- three ---
This record from the OMol25 dataset describes a single C5H4N2O molecule. The level of theory is ωB97M-V/def2-TZVPD.

The geometry in XYZ format:
```
12
Properties=species:S:1:pos:R:3
C 1.0811 -0.9095 -0.0111
C -0.2367 -0.6970 0.0058
N -1.4903 -1.2875 0.0033
C -2.3034 -0.3041 -0.0014
O -1.7930 0.9602 -0.0013
C -0.4611 0.7538 0.0031
N 0.5733 1.4975 -0.0059
C 1.6979 0.6148 0.0047
H 1.6875 -1.7886 -0.0331
H -3.3742 -0.3882 -0.0091
H 2.2870 0.7651 0.9091
H 2.3320 0.7835 -0.8641
```

Properties
2S+1: 1
Frontier orbital gap (Ha): 0.34848
Net charge: 0
E_LUMO (eV): 0.2

***

Stability check: which of them is most stable? three.

***

--- one ---
This record from the OMol25 dataset describes a single C5H4N2O molecule. The level of theory is ωB97M-V/def2-TZVPD.

The geometry in XYZ format:
```
12
Properties=species:S:1:pos:R:3
O 2.4461 -0.1151 0.8650
C 1.6276 -0.0240 -0.0585
N 1.2241 1.1723 -0.6640
C 0.0049 1.5303 -0.2725
C -1.0119 0.6836 0.3280
C -1.0589 -0.6956 0.3146
C -0.0939 -1.4694 -0.3610
N 1.1133 -1.1857 -0.6798
H -0.2612 2.5004 -0.6458
H -1.7679 1.2688 0.9031
H -1.8717 -1.1593 0.7868
H -0.3505 -2.5064 -0.5159
```

Properties
2S+1: 1
Frontier orbital gap (Ha): 0.32928
Net charge: 0
E_LUMO (eV): -1.1

***

--- two ---
This record from the OMol25 dataset describes a single C5H4N2O molecule. The level of theory is ωB97M-V/def2-TZVPD.

The geometry in XYZ format:
```
12
Properties=species:S:1:pos:R:3
N 3.6631 0.8968 -0.4102
C 2.6148 0.6326 0.0840
C 1.2564 0.3153 0.2291
C 0.7684 -0.7746 -0.3562
O -0.5560 -1.0845 -0.5045
C -1.6298 -0.5188 0.1735
C -2.0057 0.8442 -0.1596
N -2.4553 1.8587 -0.4488
H 0.7183 0.9152 0.9314
H 1.4460 -1.3813 -0.8455
H -2.4945 -1.0886 0.0877
H -1.3258 -0.6149 1.2192
```

Properties
2S+1: 1
Frontier orbital gap (Ha): 0.37878
Net charge: 0
E_LUMO (eV): 0.3

***

--- three ---
This record from the OMol25 dataset describes a single C5H4N2O molecule. The level of theory is ωB97M-V/def2-TZVPD.

The geometry in XYZ format:
```
12
Properties=species:S:1:pos:R:3
H 0.4797 1.6237 2.2544
N 0.1475 2.3349 1.5491
C 0.1854 1.4404 0.6614
N -0.1979 1.6765 -0.6904
C -0.3603 0.5425 -1.1832
C -0.1432 -0.6789 -0.3351
C -0.3359 -2.0137 -0.7420
C 0.4860 -0.0714 0.8873
O 1.1123 -0.3942 1.8917
H -0.4291 0.5818 -2.3876
H -0.1591 -2.8275 -0.0944
H -0.7853 -2.2142 -1.8112
```

Properties
2S+1: 1
Frontier orbital gap (Ha): 0.31714
Net charge: 0
E_LUMO (eV): -1.3

***

--- four ---
This record from the OMol25 dataset describes a single C5H4N2O molecule. The level of theory is ωB97M-V/def2-TZVPD.

The geometry in XYZ format:
```
12
Properties=species:S:1:pos:R:3
O -2.4872 -0.9069 -0.3392
C -1.4594 -0.2229 0.1528
C -1.1083 1.3248 0.2791
N 0.3091 0.7890 -0.0987
N 1.6336 0.9908 -0.3136
C 2.1099 -0.3322 -0.0391
C 1.2295 -1.3504 0.1986
C -0.0171 -0.5250 0.1161
H -1.5140 2.3936 -0.3469
H -1.2240 1.7983 1.2647
H 3.2254 -0.3827 -0.1308
H 1.2834 -2.3778 0.5689
```

Properties
2S+1: 1
Frontier orbital gap (Ha): 0.33498
Net charge: 0
E_LUMO (eV): -0.5

***

Stability check: which of them is most stable? one.

***

--- one ---
This record from the OMol25 dataset describes a single C4H6ClN3 molecule. The level of theory is ωB97M-V/def2-TZVPD.

The geometry in XYZ format:
```
14
Properties=species:S:1:pos:R:3
C -1.2340 -1.1190 0.2758
C 0.8948 -1.2963 1.0554
C -0.9149 0.1304 -0.0898
C -1.3597 1.2014 -0.8898
N -0.3506 -1.8532 1.0120
N 1.2461 -0.3388 0.1653
N 2.1607 0.5856 0.2604
Cl -1.9014 0.4975 -2.6331
H -2.1598 -1.7008 0.2044
H 1.6294 -1.5945 1.7045
H -0.3853 1.7475 -1.2324
H -2.2808 1.6232 -0.5880
H 2.5468 0.7965 1.1816
H 2.1087 1.3205 -0.4263
```

Properties
2S+1: 1
Frontier orbital gap (alpha / beta) (Ha): 0.28494 / 0.28495
Net charge: 0
E_LUMO (alpha / beta) (eV): -0.3 / -0.3

***

--- two ---
This record from the OMol25 dataset describes a single C4H6ClN3 molecule. The level of theory is ωB97M-V/def2-TZVPD.

The geometry in XYZ format:
```
14
Properties=species:S:1:pos:R:3
C 1.4890 -1.8748 0.0721
C 0.6154 -0.6011 -0.1928
N 1.3142 0.6598 -0.0825
N 0.4422 1.6878 -0.0632
C -0.8232 1.4305 -0.0586
N -2.0717 1.8706 0.1484
C -0.6840 -0.3371 -0.0792
Cl -2.1347 -1.3166 -0.1170
H 2.2666 -1.9712 -0.6139
H 1.8284 -1.7652 1.1247
H 0.7904 -2.7256 0.1697
H 2.1755 1.0117 -0.5051
H -2.8368 1.1032 0.2177
H -2.3711 2.8278 -0.0204
```

Properties
2S+1: 1
Frontier orbital gap (Ha): 0.32320
Net charge: 0
E_LUMO (eV): 0.8

***

Stability check: which of them is most stable? two.